A cluster of 2 separate species, C2H2FIO in total, computed with wB97M-V/def2-TZVPD.

The geometry in XYZ format:
```
7
Properties=species:S:1:pos:R:3:lowdin_charge:R:1
C -3.309 -0.467 0.833 -0.13
H -3.307 -0.783 1.882 0.13
C -2.234 -0.176 0.190 -0.18
O -1.226 0.255 -0.119 0.14
H 0.550 1.841 -1.344 -0.39
F -4.461 -0.856 0.198 -0.02
I 1.647 2.075 -0.268 0.45
```

## Properties
**SMILES**: O=C=CF.I
**Relative energy (zero: lowest compared OMol25 entry of this formula, charge and spin)**: 31.63 kcal/mol
**Gap between HOMO and LUMO**: 0.340 hartree
**Total charge**: 0

---

A structure of composition C2H2FKMgO2, computed with wB97M-V/def2-TZVPD.

The geometry in XYZ format:
```
9
Properties=species:S:1:pos:R:3:lowdin_charge:R:1
H 0.279 0.893 -1.445 0.14
H 0.769 -0.725 -1.299 0.22
F 1.665 -1.575 0.187 0.14
O 1.099 0.155 1.383 -0.02
Mg -2.855 0.459 -0.920 1.56
O -1.166 0.218 -0.098 -0.37
C 0.022 0.124 -0.697 -0.33
K -0.903 0.791 2.633 1.04
C 1.091 -0.340 0.256 -0.37
```

## Properties
**Relative energy (zero: lowest compared OMol25 entry of this formula, charge and spin)**: 0.00 kcal/mol
**Gap between HOMO and LUMO**: 0.196 hartree
**Total charge**: +2

---

A structure of composition C2H2FLiNdO, computed with wB97M-V/def2-TZVPD.

The geometry in XYZ format:
```
8
Properties=species:S:1:pos:R:3:mulliken_spin:R:1
C 2.033 -0.108 -0.467 -0.22
F -1.409 0.780 0.745 0.00
C -1.331 0.160 -0.391 -0.01
Nd 0.192 -2.043 -0.719 3.36
H 3.144 -0.199 -0.462 -0.05
O 1.588 0.996 -0.094 -0.09
Li 2.081 2.268 1.301 0.00
H -1.942 0.704 -1.133 0.00
```

## Properties
**Gap between HOMO and LUMO (spin up / spin down)**: 0.231 / 0.287 hartree
**Spin multiplicity**: 4
**Total charge**: +3

---

A structure of composition C2H2FLiO2Sr, computed with wB97M-V/def2-TZVPD.

The geometry in XYZ format:
```
9
Properties=species:S:1:pos:R:3:lowdin_charge:R:1
O 2.120 -1.321 1.794 -0.20
H -0.122 2.030 -0.495 0.05
C -0.235 0.100 0.468 -0.39
O 0.915 -0.582 2.310 -0.23
C 0.083 1.470 0.423 -0.02
Sr -0.349 -1.382 -1.785 0.79
F -1.442 -0.070 1.210 -0.15
Li -0.781 -2.340 -5.216 0.07
H -0.189 2.095 1.289 0.07
```

## Properties
**Gap between HOMO and LUMO (spin up / spin down)**: 0.158 / 0.180 hartree
**Total charge**: 0

---

A structure of composition C2H2FMnO, computed with wB97M-V/def2-TZVPD.

The geometry in XYZ format:
```
7
Properties=species:S:1:pos:R:3:mulliken_spin:R:1
C 0.970 0.898 0.816 0.10
F -0.437 -1.245 -0.356 0.14
C -0.122 0.682 -0.062 0.61
H -1.102 0.935 0.355 0.00
Mn -1.174 -2.678 -1.125 4.90
H 0.066 0.947 -1.106 0.00
O 1.798 0.461 1.480 0.24
```

## Properties
**Gap between HOMO and LUMO (spin up / spin down)**: 0.275 / 0.430 hartree
**Spin multiplicity**: 7
**Total charge**: +2

---

An isolated molecule of C2H2FN3O, computed with wB97M-V/def2-TZVPD.

The geometry in XYZ format:
```
9
Properties=species:S:1:pos:R:3:lowdin_charge:R:1
N 1.397 -0.355 -0.014 0.08
H -0.294 2.218 0.305 0.16
N -0.322 -1.563 0.065 -0.06
C -1.345 -1.218 -0.376 0.15
O -0.455 1.224 0.187 0.05
H -2.336 -1.250 -0.174 0.04
N 0.910 -1.577 0.104 -0.03
C 0.832 0.740 0.074 -0.48
F 1.613 1.781 -0.171 0.10
```

## Properties
**Relative energy (zero: lowest compared OMol25 entry of this formula, charge and spin)**: 97.64 kcal/mol
**Gap between HOMO and LUMO**: 0.312 hartree
**Total charge**: 0

---

A structure of composition C2H2FNO2, computed with wB97M-V/def2-TZVPD.

The geometry in XYZ format:
```
8
Properties=species:S:1:pos:R:3:lowdin_charge:R:1
N -0.410 -1.402 -1.850 -0.10
F 1.000 -0.344 2.571 0.20
C 0.448 0.360 1.690 -0.15
O 0.510 -1.851 -1.261 -0.01
C -0.206 0.863 0.836 0.06
O -0.464 0.009 -1.705 -0.21
H -0.455 0.548 -0.589 0.09
H -0.425 1.818 0.308 0.12
```

## Properties
**Relative energy (zero: lowest compared OMol25 entry of this formula, charge and spin)**: 180.17 kcal/mol
**Gap between HOMO and LUMO**: 0.364 hartree
**Total charge**: 0

---

An isolated molecule of C2H2FNO2, computed with wB97M-V/def2-TZVPD.

The geometry in XYZ format:
```
8
Properties=species:S:1:pos:R:3:mulliken_spin:R:1
O 1.820 -0.203 0.656 1.06
C 0.001 -1.750 -0.064 -0.05
N -0.396 -2.827 0.081 0.14
F 2.820 0.014 -0.235 0.45
H -0.138 0.699 1.266 0.01
O -0.432 0.652 0.345 0.03
H 0.634 -0.327 -1.349 -0.01
C 0.327 -0.334 -0.249 0.37
```

## Properties
**Relative energy (zero: lowest compared OMol25 entry of this formula, charge and spin)**: 95.68 kcal/mol
**Gap between HOMO and LUMO (spin up / spin down)**: 0.248 / 0.326 hartree
**Spin multiplicity**: 3
**Total charge**: 0

---

A structure of composition C2H2FNaO, computed with wB97M-V/def2-TZVPD.

The geometry in XYZ format:
```
7
Properties=species:S:1:pos:R:3:lowdin_charge:R:1
H -1.428 -0.950 -0.088 0.10
Na 2.392 0.609 0.068 0.70
F -1.081 1.594 -0.266 -0.10
C -0.028 0.743 0.157 -0.51
C -0.431 -0.642 0.238 -0.08
O 0.415 -0.014 -0.951 -0.20
H 0.160 -1.340 0.841 0.08
```

## Properties
**Relative energy (zero: lowest compared OMol25 entry of this formula, charge and spin)**: 63.62 kcal/mol
**Gap between HOMO and LUMO**: 0.214 hartree
**Total charge**: 0

---

A structure of composition C2H2FOPr, computed with wB97M-V/def2-TZVPD.

The geometry in XYZ format:
```
7
Properties=species:S:1:pos:R:3:mulliken_spin:R:1
H 1.234 0.979 0.906 0.00
F 0.938 -1.926 -0.223 0.00
C 0.223 0.915 0.494 -0.01
Pr -1.304 3.022 0.667 3.02
H -0.048 -1.958 -1.032 0.00
C -0.168 -0.245 0.048 -0.01
O -0.876 -0.787 -0.862 0.00
```

## Properties
**Gap between HOMO and LUMO (spin up / spin down)**: 0.236 / 0.237 hartree
**Spin multiplicity**: 4
**Total charge**: +1

---

We obtain DFT total energy values of -14969.6149 -30669.4833 -22316.7281 -9947.7140 -38168.8028 -11336.3038 -10401.3701 -10398.9842 -11284.7775 -20927.5291 eV for the records listed above, in that order.